Below is a structure of composition C53H55BrFN4O3P2ScSi, with properties calculated with the ωB97M-V functional and the def2-TZVPD basis.

Values from the calculation:
- molecular weight (u) = 1029.94
- ΔE to the lowest compared entry with this formula, charge and spin (eV) = 1.199
- gap between HOMO and LUMO (Eh) = 0.277
- LUMO energy (eV) = 0.4
- E_tot (eV) = -187876.683

Structure (ORCA input):
```
! wB97M-V def2-TZVPD RIJCOSX def2/J DEFGRID3
* xyz 0 1
Sc 1.52580 -1.57245 -0.27382
O -2.27163 1.80578 2.93823
C -1.10283 1.32527 3.47474
C -0.66298 1.90141 4.65908
C 0.47567 1.40637 5.27376
C 1.16948 0.33754 4.71975
C 0.72861 -0.21702 3.52945
C -0.39271 0.28322 2.88204
C -0.83020 -0.27173 1.53688
O 0.12687 -1.01033 0.91839
N -2.08987 -1.00622 1.78858
N -2.49846 -1.94213 0.92979
C -3.39397 -2.75658 1.33667
C -3.94587 -3.80504 0.48089
Br -2.83237 -4.39866 -0.93888
C -5.12051 -4.41951 0.65508
C -6.15761 -4.07307 1.64298
C -6.92420 -5.10429 2.19063
C -7.91264 -4.83984 3.12363
C -8.16719 -3.53294 3.51635
C -7.43540 -2.49596 2.95785
C -6.44281 -2.76037 2.02615
H -2.50347 1.28647 2.15912
H -1.22650 2.72193 5.08423
H 0.81886 1.85493 6.19783
H 2.06199 -0.04714 5.19645
H 1.26272 -1.03312 3.06221
H -1.08039 0.59542 0.89338
H -2.34162 -1.12007 2.76388
H -3.78370 -2.72010 2.35573
H -5.33948 -5.27747 0.03059
H -6.73091 -6.12580 1.88497
H -8.48656 -5.65537 3.54467
H -8.94172 -3.32319 4.24261
H -7.64436 -1.47200 3.24079
H -5.90837 -1.93905 1.56957
C 2.54683 -4.28904 3.36201
Si 2.97948 -3.89177 1.57603
C 1.59946 -4.59240 0.51003
C 4.60900 -4.70698 1.12705
N 2.95231 -2.20261 1.22070
C 3.64640 -1.25383 1.92412
C 4.56300 -1.47247 2.97152
C 5.17980 -0.42217 3.63604
C 4.93190 0.90055 3.29442
C 4.05213 1.16603 2.25096
C 3.46876 0.09914 1.62598
F 2.59149 0.34903 0.57312
H 2.44539 -5.37306 3.47228
H 1.58878 -3.83780 3.63213
H 3.29030 -3.95376 4.08557
H 1.58639 -5.68432 0.54029
H 1.72440 -4.31868 -0.54098
H 0.61433 -4.25058 0.84681
H 4.51893 -5.79630 1.12384
H 5.40493 -4.44404 1.82727
H 4.92417 -4.38911 0.13051
H 4.79481 -2.48885 3.26234
H 5.87337 -0.64900 4.43674
H 5.41301 1.71235 3.82175
H 3.81297 2.17213 1.93068
N -0.77171 -2.85617 -3.65944
C 0.16193 -2.71891 -2.71609
O -0.10201 -2.11989 -1.65956
C 1.54044 -3.27553 -2.95103
C 2.56715 -2.45359 -2.16692
H -1.69418 -2.48354 -3.49965
H -0.56538 -3.32400 -4.52211
H 1.71481 -3.36671 -4.03113
H 1.49693 -4.30639 -2.57798
H 2.93493 -1.64691 -2.81398
H 3.44294 -3.07270 -1.94725
C 0.57479 2.22185 -0.80066
P 1.13610 0.83754 -1.88785
C 2.59445 1.47924 -2.76988
C 2.53665 2.46985 -3.75157
C 3.69632 2.95897 -4.32922
C 4.93307 2.46999 -3.92855
C 5.00394 1.48896 -2.95319
C 3.83966 0.99478 -2.37985
C -0.19754 0.65502 -3.12376
C -1.48736 0.43943 -2.62813
C -2.55341 0.22782 -3.48439
C -2.34502 0.19702 -4.85912
C -1.06330 0.35443 -5.35907
C 0.00626 0.57339 -4.49743
P 0.97491 3.97962 -1.23283
C -0.27989 4.37278 -2.52205
C -1.60115 3.93150 -2.49288
C -2.48071 4.24928 -3.51497
C -2.05428 5.03342 -4.57911
C -0.74922 5.49733 -4.61400
C 0.13026 5.16508 -3.59215
C 0.29581 4.83907 0.24057
C -0.75599 4.37970 1.03046
C -1.18184 5.09688 2.13694
C -0.56975 6.30021 2.46162
C 0.47696 6.77249 1.68476
C 0.91150 6.04002 0.58966
H 1.06258 2.03960 0.16101
H -0.48934 2.05552 -0.62376
H 1.58388 2.86849 -4.06223
H 3.63481 3.72842 -5.08897
H 5.84019 2.85422 -4.37777
H 5.96330 1.09982 -2.63767
H 3.91070 0.22000 -1.62549
H -1.65958 0.40827 -1.55719
H -3.54607 0.07599 -3.07776
H -3.17751 0.03622 -5.53294
H -0.88816 0.31326 -6.42710
H 0.99976 0.68624 -4.90818
H -1.95486 3.32708 -1.66767
H -3.49931 3.88352 -3.48264
H -2.74158 5.28355 -5.37761
H -0.41240 6.11290 -5.43875
H 1.15743 5.51195 -3.62912
H -1.24722 3.44231 0.80199
H -1.98107 4.70668 2.75283
H -0.90159 6.86073 3.32651
H 0.96701 7.70399 1.93876
H 1.74795 6.39857 0.00011
*
```

Löwdin population analysis, charges in e, atoms 1 to 6: number 1, Sc, carries 0.902; number 2, O, carries 0.041; number 3, C, carries -0.272; number 4, C, carries -0.018; number 5, C, carries -0.080; number 6, C, carries -0.074

---

Below is a structure of composition C53H55FeGeI2N3OSTe in a non-equilibrium geometry, with properties calculated with the ωB97M-V functional and the def2-TZVPD basis.

Values from the calculation:
- molecular weight (u) = 1291.97
- ΔE to the lowest compared entry with this formula, charge and spin (eV) = 0.000
- gap between HOMO and LUMO (alpha / beta) (Eh) = 0.212 / 0.223
- <S²> = 8.964
- LUMO energy (alpha / beta) (eV) = 1.9 / 0.7
- E_tot (eV) = -187605.547

Structure (ORCA input):
```
! wB97M-V def2-TZVPD RIJCOSX def2/J DEFGRID3
* xyz -1 6
Fe 0.73785 2.45988 1.31604
C 0.68289 1.52968 4.38999
C -0.56337 0.89131 4.26343
C -0.78828 0.04019 3.16884
C 0.18193 -0.20438 2.24736
C 1.55986 0.37109 2.33372
C 1.67112 1.34970 3.47308
H 0.84487 2.19983 5.22388
H -1.34362 1.08144 4.98663
H -1.76695 -0.40838 3.05216
H 0.01080 -0.86522 1.41124
H 2.24945 -0.47922 2.54616
H 2.64595 1.79841 3.62256
I 1.98931 4.50273 2.16696
I 2.61208 4.69858 5.49985
C -4.91251 -4.74602 -5.30699
C -4.25449 -3.93528 -4.22356
C -4.08935 -2.56515 -4.34746
C -3.45704 -1.81334 -3.36137
C -3.36157 -0.32144 -3.55697
C -2.95084 -2.44298 -2.21562
Te -1.88665 -1.23796 -0.76208
N -0.64511 1.42446 0.25017
C -1.36995 2.37340 0.73749
O -1.02525 2.89210 1.88832
C -2.53280 2.99091 0.02862
C -3.19857 4.05193 0.63593
C -4.26790 4.66198 -0.00047
C -4.67888 4.21588 -1.24911
C -4.02048 3.15476 -1.85505
C -2.94442 2.55056 -1.22462
C -3.15611 -1.81978 0.86543
C -2.71720 -2.66705 1.88961
C -1.34541 -3.28416 1.96904
C -3.59443 -2.98473 2.92750
C -4.88244 -2.48604 2.98274
C -5.80781 -2.83660 4.11612
C -5.30289 -1.65055 1.95474
C -4.46452 -1.30544 0.90487
C -4.99805 -0.40338 -0.17338
C -3.10559 -3.83138 -2.08617
C -2.56890 -4.58672 -0.90474
C -3.76742 -4.54737 -3.07775
H -5.30266 -4.10017 -6.09263
H -5.73511 -5.33971 -4.90555
H -4.19403 -5.43483 -5.75545
H -4.46909 -2.06267 -5.23084
H -3.79884 -0.02568 -4.51072
H -2.32544 0.01107 -3.53513
H -3.88538 0.20189 -2.75527
H -2.85570 4.38990 1.60411
H -4.78792 5.48045 0.48204
H -5.51605 4.69025 -1.74690
H -4.35341 2.79241 -2.82081
H -2.40307 1.74464 -1.69898
H -0.79872 -3.17273 1.03591
H -1.42511 -4.34608 2.20833
H -0.76986 -2.79766 2.75612
H -3.24287 -3.64739 3.71162
H -5.29160 -3.43158 4.86812
H -6.66539 -3.40472 3.75058
H -6.18691 -1.93005 4.58994
H -6.31482 -1.26012 1.97518
H -6.01202 -0.07797 0.05908
H -5.01719 -0.93523 -1.12669
H -4.36680 0.47889 -0.27992
H -1.51137 -4.36166 -0.76015
H -2.68068 -5.66160 -1.04696
H -3.09590 -4.30510 0.00551
H -3.89851 -5.61751 -2.95288
C 2.03187 1.00193 0.98780
Ge 3.98915 0.92398 0.80168
C 4.09972 -0.98252 0.22511
C 3.87924 -1.24839 -1.12762
C 3.70463 -2.54299 -1.59022
C 3.73540 -3.60852 -0.70119
C 3.94601 -3.36660 0.64727
C 4.11875 -2.06559 1.10151
C 5.04293 1.45293 2.38295
C 5.36242 2.80198 2.52436
C 5.99987 3.26545 3.66426
C 6.34443 2.38507 4.67932
C 6.06597 1.03466 4.53235
C 5.41910 0.57404 3.39488
C 4.85813 1.87385 -0.70505
C 5.98886 1.28485 -1.27236
C 6.67150 1.89561 -2.31312
C 6.23306 3.11862 -2.80329
C 5.12262 3.72627 -2.23617
C 4.44575 3.11110 -1.18919
H 1.65324 0.39577 0.15997
H 3.84122 -0.41950 -1.82723
H 3.52843 -2.72393 -2.64395
H 3.59250 -4.62104 -1.05743
H 3.95749 -4.19111 1.34976
H 4.25555 -1.89650 2.16252
H 5.09517 3.50176 1.74162
H 6.20321 4.32301 3.77017
H 6.82346 2.75061 5.57831
H 6.33742 0.33687 5.31513
H 5.20422 -0.48316 3.30268
H 6.33574 0.32878 -0.89463
H 7.54789 1.42403 -2.74109
H 6.76207 3.60082 -3.61629
H 4.78464 4.69051 -2.59927
H 3.58289 3.59635 -0.74923
S 1.02337 3.76606 -1.04410
C 1.08104 2.56952 -2.22119
N 1.97822 2.55212 -3.23667
C 1.86036 1.33875 -4.02784
C 0.73837 0.57332 -3.29493
N 0.25339 1.53054 -2.30851
H 2.81102 3.11217 -3.19846
H 2.79936 0.78192 -4.06169
H 1.56419 1.58485 -5.05157
H 1.09520 -0.33764 -2.80170
H -0.05233 0.29051 -3.99074
H -0.22957 1.29566 -1.35167
*
```

Löwdin population analysis, charges in e, atoms 1 to 6: number 1, Fe, carries 0.203; number 2, C, carries -0.131; number 3, C, carries -0.076; number 4, C, carries -0.105; number 5, C, carries -0.098; number 6, C, carries -0.395

---

Which of these has the highest molecular weight? C53H55FeGeI2N3OSTe

---

molecular weight of number 1 (C53H55BrFN4O3P2ScSi)? 1029.94 u

---

The highest E_tot belongs to which entry? C53H55FeGeI2N3OSTe